DFT (ωB97M-V with the def2-TZVPD basis set) results for a structure of composition C4H6N2O at a distorted geometry.

Summary:
**LUMO energy**: 0.6 eV
**Kohn-Sham gap**: 9.08 eV
**Electronic energy**: -340.64098 hartree
**Total charge**: 0

Last column: Mulliken charge in e.
Geometry (Å):
N1 1.733 -1.288 -0.997  -0.631
C1 1.165 -0.306 -0.471  0.232
O1 1.609 0.758 0.271  -0.391
C2 0.250 1.225 0.508  -0.457
C3 -0.274 0.098 -0.368  0.327
C4 -2.296 -0.656 0.589  -0.393
N2 -1.083 -0.916 0.204  -0.218
H1 2.741 -1.274 -0.835  0.285
H2 -0.014 1.149 1.566  0.320
H3 0.112 2.244 0.143  0.260
H4 -0.699 0.411 -1.355  0.227
H5 -2.339 0.417 0.853  0.193
H6 -0.904 -1.862 -0.108  0.246

=====

DFT (ωB97M-V with the def2-TZVPD basis set) results for a cluster of 8 separate species, C44H44N4O8 in total at a distorted geometry.

Summary:
**SMILES string**: Oc1ccc(O)cc1.Oc1ccc(O)cc1.Oc1ccc(O)cc1.Oc1ccc(O)cc1.c1ccncc1.c1ccncc1.c1ccncc1.c1ccncc1
**LUMO energy**: 0.3 eV
**Kohn-Sham gap**: 8.34 eV
**Electronic energy**: -2523.43617 hartree
**Total charge**: 0

Last column: Mulliken charge in e.
Geometry (Å):
O1 -3.421 0.485 5.252  -0.471
C1 -4.163 0.468 4.094  0.404
C2 -3.548 0.302 2.830  -0.124
C3 -4.460 0.295 1.514  -0.461
C4 -5.826 0.696 1.718  0.464
O2 -6.740 0.740 0.672  -0.450
C5 -6.318 0.725 2.988  -0.427
C6 -5.562 0.609 4.121  -0.561
H1 -4.046 0.178 5.968  0.306
H2 -2.367 0.126 2.562  0.144
H3 -3.930 0.246 0.505  0.245
H4 -6.453 0.506 -0.047  0.220
H5 -7.410 0.845 3.254  0.271
H6 -5.961 0.860 5.045  0.390
O3 1.779 6.730 -5.686  -0.577
C7 1.131 5.517 -5.592  0.895
C8 1.551 4.664 -4.558  -1.436
C9 0.960 3.230 -4.540  -0.178
C10 -0.078 2.897 -5.584  0.422
O4 -0.636 1.696 -5.533  -0.454
C11 -0.433 3.921 -6.440  -0.325
C12 0.090 5.179 -6.526  -0.779
H7 2.492 6.960 -4.975  0.330
H8 2.009 4.822 -3.756  0.830
H9 1.105 2.526 -3.849  0.576
H10 -1.362 1.552 -6.146  0.241
H11 -1.093 3.564 -7.333  0.116
H12 -0.268 5.858 -7.434  0.246
O5 0.629 -1.848 3.706  -0.465
C13 0.900 -0.887 4.622  0.234
C14 1.916 0.164 4.320  -0.087
C15 2.303 1.125 5.314  -0.603
C16 1.528 1.209 6.557  0.859
O6 1.787 2.202 7.444  -0.552
C17 0.470 0.311 6.778  -0.676
C18 0.192 -0.782 5.863  -0.564
H13 0.183 -2.753 4.039  0.309
H14 2.591 -0.039 3.465  0.375
H15 3.196 1.974 5.114  0.280
H16 1.195 2.412 8.151  0.313
H17 -0.205 0.455 7.593  0.284
H18 -0.707 -1.315 6.028  0.337
O7 0.019 -0.307 1.440  -0.019
C19 -0.246 -0.442 0.050  -0.002
C20 0.198 -1.632 -0.524  -1.881
C21 0.221 -1.801 -1.979  -0.786
C22 -0.029 -0.678 -2.779  -0.017
O8 0.070 -0.789 -4.155  -0.558
C23 -0.425 0.472 -2.105  -0.315
C24 -0.435 0.640 -0.727  -0.274
H19 0.580 -1.007 1.881  0.038
H20 0.472 -2.391 0.013  1.374
H21 0.262 -2.733 -2.404  0.921
H22 -0.165 -0.048 -4.562  0.364
H23 -0.571 1.415 -2.614  0.425
H24 -0.635 1.679 -0.525  0.698
C25 4.994 2.177 -1.249  -0.655
C26 3.858 1.394 -0.719  -0.954
C27 3.056 0.707 -1.610  0.265
N1 3.216 0.706 -2.979  -0.282
C28 4.267 1.449 -3.470  -0.513
C29 5.182 2.166 -2.662  -0.399
H25 5.436 2.900 -0.680  0.546
H26 3.812 1.432 0.177  1.224
H27 2.491 -0.261 -1.152  -0.149
H28 4.251 1.668 -4.453  0.523
H29 5.886 2.719 -3.205  0.448
C30 -1.338 -4.756 -3.773  -0.670
C31 -0.783 -5.851 -4.601  -0.667
C32 -0.735 -7.154 -3.833  -0.078
N2 -0.743 -7.210 -2.578  -0.489
C33 -1.427 -6.267 -1.879  -0.622
C34 -1.653 -4.962 -2.430  0.081
H30 -1.625 -3.963 -4.177  0.851
H31 -1.103 -6.013 -5.607  0.314
H32 -0.401 -8.063 -4.316  0.402
H33 -1.462 -6.342 -0.892  0.590
H34 -2.322 -4.179 -1.940  0.318
C35 -0.965 -4.184 1.701  0.508
C36 0.178 -4.857 1.344  0.188
C37 0.298 -6.186 1.776  -0.277
N3 -0.704 -6.932 2.323  -0.558
C38 -1.838 -6.277 2.597  -0.340
C39 -2.036 -4.943 2.370  -0.891
H35 -1.172 -2.985 1.524  0.005
H36 1.194 -4.395 0.721  0.028
H37 1.190 -6.859 1.684  0.365
H38 -2.659 -6.934 2.842  0.375
H39 -2.829 -4.363 2.597  0.644
C40 1.534 3.905 0.321  0.388
C41 1.288 3.309 1.518  -0.088
C42 2.142 3.669 2.603  -0.526
N4 3.076 4.474 2.540  -0.592
C43 3.349 5.069 1.293  -0.369
C44 2.521 4.870 0.203  -0.758
H40 0.866 3.515 -0.553  0.055
H41 0.593 2.459 1.536  0.190
H42 1.911 3.466 3.637  0.723
H43 4.196 5.763 1.617  0.362
H44 2.674 5.314 -0.694  0.614

=====

DFT (ωB97M-V with the def2-TZVPD basis set) results for a cluster of 2 separate species, C5H14 in total at a distorted geometry.

Summary:
**LUMO energy (alpha / beta)**: -3.5 / -10.5 eV
**Spin multiplicity**: 2
**Kohn-Sham gap (alpha / beta)**: 11.28 / 4.27 eV
**Electronic energy**: -198.47433 hartree
**Total charge**: +1

Last column: Mulliken charge in e.
Geometry (Å):
C1 0.142 2.883 -1.049  -0.750
C2 -0.762 2.541 0.126  -0.791
H1 -0.423 3.383 -1.834  0.287
H2 0.947 3.535 -0.710  0.275
H3 0.566 2.022 -1.552  0.204
H4 -1.393 3.378 0.405  0.338
H5 -0.272 2.137 1.022  0.209
H6 -1.532 1.820 -0.199  0.249
C3 0.332 -1.636 0.689  0.053
C4 -0.420 -2.866 1.042  -0.848
C5 0.708 -1.355 -0.705  -0.982
H7 0.064 -0.814 1.399  0.381
H8 1.393 -1.678 1.206  0.337
H9 -1.305 -2.661 1.670  0.338
H10 0.055 -0.580 -1.157  0.271
H11 1.744 -0.986 -0.803  0.381
H12 0.287 -3.510 1.607  0.306
H13 -0.842 -3.361 0.160  0.351
H14 0.710 -2.251 -1.318  0.391